Record 1
Entry from the Open Molecules 2025 dataset: a structure of composition C23H42CoN6O4Sb in a non-equilibrium geometry (the ωB97M-V functional and the def2-TZVPD basis).

Its spin multiplicity is 5. The calculation puts the frontier orbital gap (spin up / spin down) at 8.643 / 7.242 eV. The value obtained for the energy above the lowest of the compared OMol25 structures with the same formula, charge and spin is 0.0 kcal per mole. The net charge is +2. As for the LUMO energy (spin up / spin down): -4.84 / -7.10 eV. The value obtained for the HOMO energy (spin up / spin down) is -0.4956 / -0.5270 hartree.

```
77
Properties=species:S:1:pos:R:3:forces:R:3
Co 1.028801 -0.167602 -0.065293 0.3 -0.4 -0.2
C 5.649902 -0.455821 -0.141311 0.0 -0.1 0.2
N 5.064927 0.883179 -0.113350 0.0 0.1 -0.1
C 5.917451 2.042607 -0.373380 0.0 0.1 0.0
C 3.752966 1.001798 0.108284 0.0 -0.1 0.2
N 2.966168 0.023864 0.449528 -0.3 -0.1 -0.1
N 3.227461 2.290014 -0.011880 0.1 0.1 0.0
C 1.950123 2.648540 -0.344928 -0.2 0.0 0.0
N 1.761316 3.966022 -0.522309 0.1 0.0 0.0
N 0.990077 1.775410 -0.497855 0.0 0.0 0.0
H 6.670653 -0.387652 -0.500282 0.0 0.0 0.0
H 5.096071 -1.103954 -0.822383 0.0 0.0 0.0
H 5.674106 -0.904065 0.854638 0.0 0.0 0.0
H 6.936540 1.703438 -0.518975 0.0 0.0 0.0
H 5.931582 2.727177 0.478980 0.0 0.0 0.0
H 5.616078 2.574247 -1.278466 0.0 0.0 0.0
H 3.453145 -0.853263 0.572061 0.1 0.0 -0.1
H 3.900831 3.037072 0.017603 0.0 0.0 0.0
H 2.500707 4.639329 -0.414630 0.0 0.0 0.0
H 0.858653 4.323039 -0.781424 0.0 0.0 0.0
H 0.147034 2.219370 -0.837334 0.0 0.0 0.0
C -4.025978 -3.129402 2.463813 0.0 -0.1 0.0
C -4.728136 -2.289750 1.412766 0.8 0.7 -0.2
C -5.937934 -1.556909 1.951492 -0.1 0.0 0.1
C -5.039735 -3.068128 0.147331 0.0 0.0 0.0
Sb -3.152459 -0.693038 0.809317 -0.9 0.2 0.2
C -3.827853 0.391361 -1.109868 0.4 -0.4 0.7
C -5.334005 0.545680 -1.101522 0.0 0.0 0.0
C -3.108498 1.726678 -1.146463 -0.1 0.0 -0.1
C -3.341563 -0.530727 -2.216416 0.0 0.0 0.0
C -2.553679 0.614885 2.605084 -0.1 -0.5 -0.6
C -3.763176 0.821007 3.494929 -0.1 0.0 0.0
C -1.999106 1.927426 2.082254 0.0 0.0 0.1
C -1.468889 -0.203585 3.287219 0.0 0.0 0.0
H -4.662936 -3.981426 2.722129 0.0 0.0 0.0
H -3.852149 -2.564428 3.380879 0.0 0.0 0.0
H -3.074602 -3.528076 2.109205 0.0 0.0 0.0
H -6.724279 -2.293863 2.150774 0.0 0.0 0.0
H -6.344234 -0.841753 1.235735 0.0 0.0 0.0
H -5.726472 -1.045668 2.889283 -0.1 0.0 0.0
H -5.573205 -3.983391 0.422058 0.0 0.0 0.0
H -4.146184 -3.371508 -0.397028 0.0 -0.1 0.0
H -5.685462 -2.505486 -0.526666 0.0 0.0 0.0
H -5.673670 1.216033 -0.311253 0.0 0.0 0.0
H -5.843862 -0.412469 -1.006233 0.0 0.0 0.0
H -5.645009 0.976892 -2.059488 0.0 0.0 0.0
H -3.481365 2.409906 -0.384834 0.1 0.0 0.0
H -3.274670 2.196136 -2.121611 0.0 0.0 0.0
H -2.031816 1.590600 -1.019623 0.0 0.1 0.0
H -3.831456 -1.504759 -2.179422 0.0 0.0 0.0
H -2.260293 -0.677941 -2.167396 0.0 0.0 -0.1
H -3.577113 -0.081751 -3.186301 0.0 0.0 0.0
H -4.594485 1.291711 2.968451 0.0 0.0 0.0
H -3.482756 1.485691 4.319101 0.0 0.0 0.0
H -4.104468 -0.113543 3.940467 0.0 0.0 0.0
H -2.778349 2.563877 1.665219 0.1 0.0 0.0
H -1.217682 1.762019 1.337197 0.0 0.1 0.0
H -1.545276 2.469374 2.918441 0.0 0.0 0.0
H -1.828391 -1.185356 3.598078 0.0 0.0 0.0
H -1.128846 0.324933 4.183112 0.0 0.0 0.0
H -0.610382 -0.345373 2.629338 0.0 -0.1 0.1
O 1.285333 -2.030478 -0.941381 0.1 0.1 0.2
C 0.332217 -2.475622 -0.252699 -0.1 0.2 -0.1
O -0.372475 -1.623820 0.412979 0.2 0.1 0.1
C 0.046968 -3.923163 -0.183611 0.1 -0.1 0.0
C -1.261698 -4.378224 -0.081219 0.1 0.1 0.0
C -1.525916 -5.732027 -0.019920 -0.1 -0.2 0.0
C -0.459607 -6.615637 -0.042758 0.1 0.4 0.0
C 0.852692 -6.183918 -0.127195 0.0 -0.2 0.0
C 1.105810 -4.826409 -0.210455 -0.1 0.1 0.0
N -0.735861 -8.065039 0.028685 -0.1 -0.2 0.0
O 0.214285 -8.812107 -0.053005 -0.1 0.1 0.0
O -1.895966 -8.396110 0.164715 0.2 0.0 0.0
H -2.064953 -3.655237 -0.066308 -0.1 0.0 0.0
H -2.533001 -6.116444 0.050652 0.0 0.0 0.0
H 1.654084 -6.908034 -0.125595 0.0 0.0 0.0
H 2.120719 -4.460962 -0.279025 0.0 0.0 -0.1
```
Forces are in eV/Å.

Record 2
Entry from the Open Molecules 2025 dataset: a structure of composition C5H3HgN5O4 in a non-equilibrium geometry (the ωB97M-V functional and the def2-TZVPD basis).

The calculation puts the frontier orbital gap at 8.044 eV. The net charge is +2. As for the LUMO energy: -8.72 eV. The value obtained for the HOMO energy is -0.6159 hartree.

```
18
Properties=species:S:1:pos:R:3:forces:R:3
Hg -0.785927 0.860252 -1.149395 0.4 1.3 0.9
O 1.360733 -0.748944 -2.888338 -4.4 3.1 3.7
C 0.567902 -0.174152 -2.247659 7.6 -5.4 -6.4
C -2.286298 -0.190601 -0.332732 -9.2 -5.6 4.6
O -3.209329 -0.751206 0.121760 5.3 3.2 -2.6
C -0.710733 2.801280 -1.051078 0.6 11.3 1.0
O -0.673634 3.969626 -0.990776 -0.2 -6.7 -0.4
C -1.945248 1.027947 -2.922684 -3.8 0.3 -5.8
O -2.561627 1.132228 -3.861146 1.0 -0.1 1.6
N 1.269075 -2.291651 2.680245 0.1 0.8 -0.5
N 1.088353 -1.239997 1.858399 -0.5 0.6 -0.8
N 1.842761 -0.102309 1.930739 -1.0 -1.8 0.0
C 1.318113 0.656721 0.953625 0.2 -2.1 1.5
N 0.343271 -0.024501 0.391333 0.1 -0.1 0.2
N 0.105333 -1.228403 0.867572 3.5 1.0 3.0
H 0.685974 -3.101754 2.602067 -0.4 0.0 -0.4
H 1.983587 -2.250089 3.384702 0.2 0.4 0.0
H 1.607693 1.655553 0.653367 0.2 -0.2 0.3
```
Forces are in eV/Å.

Record 3
Entry from the Open Molecules 2025 dataset: a cluster of 10 separate species, C34H41F6N3O19 in total in a non-equilibrium geometry (the ωB97M-V functional and the def2-TZVPD basis).

Its SMILES is O=C1OC[C@@H](F)O1.O=C1OC[C@@H](F)O1.O=C1OC[C@@H](F)O1.O=C1OC[C@@H](F)O1.O=C1OC[C@@H](F)O1.O=C1OC[C@@H](F)O1.c1cc[nH]c1.c1cc[nH]c1.c1cc[nH]c1.C1CCOC1. The calculation puts the frontier orbital gap at 8.336 eV. As for the LUMO energy: 0.32 eV. The value obtained for the HOMO energy is -0.2946 hartree.

```
103
Properties=species:S:1:pos:R:3:forces:R:3
C -5.530441 0.319559 -1.794970 -2.0 -1.3 -1.2
C -6.270151 -0.312671 -0.610250 -1.8 0.3 0.6
C -5.633941 0.309749 0.622530 -1.2 0.7 -1.3
O -4.331021 0.428909 0.185170 2.5 -0.1 0.5
C -4.279611 0.806679 -1.212370 1.6 0.9 1.5
H -6.186351 1.050739 -2.267470 0.3 0.6 0.4
H -5.467751 -0.403211 -2.608460 0.7 -0.2 0.1
H -6.266941 -1.398701 -0.517300 0.2 0.0 -0.4
H -7.294791 0.053519 -0.674470 -0.3 -0.6 0.1
H -5.818141 -0.177621 1.579950 0.8 -0.6 -0.2
H -6.073541 1.295539 0.774430 -0.1 0.5 0.0
H -3.338541 0.448799 -1.629990 -0.2 -0.6 0.1
H -4.137861 1.887289 -1.229150 -0.5 0.4 -0.1
N 5.016989 0.460039 -1.818660 -0.4 -1.2 1.3
C 5.477759 -0.837201 -1.880550 0.1 1.0 -3.0
C 5.520019 -1.361371 -0.671340 0.1 -1.7 2.5
C 4.994639 -0.425221 0.287380 0.4 -0.5 -1.6
C 4.648439 0.631889 -0.510050 -0.1 2.0 1.1
H 4.888789 1.093029 -2.595190 -0.2 -0.2 0.3
H 5.643699 -1.306011 -2.839230 0.3 0.1 0.1
H 5.862019 -2.369141 -0.487440 0.0 0.0 0.1
H 4.977519 -0.544251 1.360660 -0.3 0.2 -0.1
H 4.192309 1.546489 -0.160980 0.2 0.3 -0.3
N -0.791441 2.270659 2.637460 0.5 1.0 0.3
C -0.879011 3.002609 3.822390 1.2 -1.2 -0.7
C -2.194771 3.145379 4.093260 -0.7 1.1 1.3
C -2.960531 2.640029 3.051500 1.0 -1.4 -2.7
C -2.018541 2.099119 2.117970 -2.0 0.8 1.0
H 0.028539 2.015169 2.105990 0.0 0.3 0.5
H -0.009871 3.312579 4.383570 -0.1 -0.2 -0.1
H -2.559891 3.629019 4.987230 -0.1 0.0 -0.1
H -4.024041 2.645649 2.863610 0.1 0.1 0.3
H -2.151621 1.694529 1.125500 -0.1 -0.2 0.2
N 5.174049 2.764989 -4.191730 -2.6 -0.5 1.3
C 4.143169 3.246599 -3.400890 -1.2 0.6 -0.1
C 3.001299 2.434609 -3.570190 0.7 1.4 1.2
C 3.346209 1.322669 -4.326130 1.9 1.3 -1.1
C 4.667559 1.610359 -4.703920 0.6 -2.2 -1.8
H 6.062159 3.213249 -4.366120 -0.2 -0.4 0.1
H 4.257569 4.123239 -2.780560 0.0 0.1 -0.2
H 2.005769 2.601659 -3.186270 0.3 0.2 0.4
H 2.666809 0.543309 -4.638250 0.5 -0.2 -0.1
H 5.319879 1.013529 -5.324140 -0.1 -0.1 -0.1
C -4.467571 -4.648211 -0.928340 0.0 0.1 -0.3
C -3.112311 -4.014211 -0.778530 -1.1 0.6 -0.7
O -2.744521 -3.823131 -2.140590 1.4 1.0 0.4
C -3.377351 -4.689331 -2.919230 0.0 -1.5 -2.7
O -3.129391 -4.957251 -4.089660 -0.3 1.0 2.6
O -4.348811 -5.270361 -2.220190 -1.0 -0.6 0.3
F -2.296331 -4.904331 -0.210000 1.1 -0.2 0.4
H -5.222361 -3.863121 -0.973330 -0.3 -0.2 0.1
H -4.642501 -5.391261 -0.150270 -0.2 0.1 -0.2
H -3.130401 -3.031341 -0.307640 0.5 -0.2 0.2
C 1.276329 -4.921671 -3.452450 -0.8 -0.2 -0.3
C 1.120319 -3.541991 -2.858520 -1.2 -1.1 -1.9
O 2.188929 -2.862341 -3.457300 -2.1 1.9 1.1
C 3.094029 -3.695581 -3.844220 5.0 -1.0 -1.2
O 4.190069 -3.281871 -4.244520 -3.0 -2.1 0.9
O 2.670219 -5.024581 -3.670640 1.3 1.5 -0.1
F 1.249729 -3.587801 -1.529460 0.2 0.4 0.8
H 0.825069 -5.031241 -4.438590 -0.4 0.4 0.1
H 0.775849 -5.639831 -2.802930 0.9 -0.4 0.2
H 0.153549 -3.156791 -3.182690 0.2 0.7 0.5
C -3.092871 -0.735891 3.382540 0.4 0.6 0.3
C -1.767691 -0.928191 4.143560 -3.0 0.5 -2.4
O -1.563251 -2.265401 3.716410 5.4 1.3 1.9
C -2.626611 -2.901101 3.460880 -3.8 -2.5 -0.9
O -2.726251 -4.080561 3.238700 0.2 0.8 0.2
O -3.672361 -2.044681 3.456170 -0.2 0.3 -0.5
F -2.099611 -0.802221 5.437580 1.0 -0.5 1.3
H -2.810321 -0.467271 2.364640 -0.7 0.0 -0.2
H -3.749711 -0.022711 3.880590 0.1 0.0 -0.3
H -1.000101 -0.229481 3.810820 0.4 -0.5 0.4
C 1.767479 -0.337141 -0.879690 -0.1 0.4 0.7
C 1.458159 0.600939 0.288150 1.1 -0.4 -0.6
O 0.147869 0.214339 0.701110 1.0 0.6 0.6
C -0.404521 -0.529671 -0.261020 -3.8 -2.6 0.3
O -1.545451 -1.041621 -0.192280 3.6 2.1 -0.2
O 0.443629 -0.748671 -1.240630 0.4 -0.6 -1.1
F 1.430969 1.891789 -0.110790 -0.5 0.9 -0.2
H 2.397879 -1.147171 -0.512880 -0.4 -0.4 -0.1
H 2.308099 0.111309 -1.713190 -0.4 0.2 0.0
H 2.255899 0.584649 1.030750 -0.7 -0.5 0.7
C 3.541599 -0.175571 6.696010 0.1 -0.4 0.2
C 2.504729 0.782769 7.190110 -0.7 -2.0 0.2
O 1.685709 0.939839 6.104080 -2.2 0.6 -1.6
C 2.288719 0.529709 4.934050 -2.2 -1.0 0.0
O 1.814619 0.485679 3.828820 0.2 1.1 1.1
O 3.379799 -0.061971 5.279470 3.1 -1.5 0.1
F 3.043509 1.921949 7.444340 2.0 4.0 1.0
H 3.316989 -1.169301 7.083520 0.1 -0.3 -0.6
H 4.552599 0.101959 6.994280 -0.1 0.1 -0.2
H 1.961649 0.515669 8.096660 -0.4 -0.6 -0.3
C -0.080731 4.788369 -3.054950 0.9 -1.1 0.3
C -0.420161 3.888949 -1.856690 -2.6 2.9 -1.4
O 0.258179 4.502999 -0.791660 0.0 -0.4 -0.2
C 1.275779 5.236629 -1.323040 3.1 0.1 0.4
O 2.207639 5.734449 -0.724660 -2.4 -0.9 -0.8
O 1.231369 5.179619 -2.678020 0.0 1.0 0.0
F -0.155591 2.610639 -2.068490 0.8 -1.2 0.2
H -0.729421 5.656479 -3.171940 -0.1 -0.1 0.2
H -0.075691 4.200159 -3.972600 0.3 0.1 0.0
H -1.501401 4.020189 -1.814160 -0.1 -0.5 1.3
```
Forces are in eV/Å.

Record 4
Entry from the Open Molecules 2025 dataset: a structure of composition C10H14BCaClN6 in a non-equilibrium geometry (the ωB97M-V functional and the def2-TZVPD basis).

The calculation puts the frontier orbital gap at 6.891 eV. The value obtained for the energy above the lowest of the compared OMol25 structures with the same formula, charge and spin is 0.0 kcal per mole. As for the LUMO energy: 0.49 eV. The value obtained for the HOMO energy is -0.2351 hartree.

```
33
Properties=species:S:1:pos:R:3:forces:R:3
H 0.086777 3.230306 1.089270 -0.4 0.1 0.1
N -0.125637 1.961778 -0.584611 -0.3 -0.6 0.7
B 0.428896 0.758564 -2.882379 -0.2 -1.3 0.4
N 0.383538 1.931782 -1.836914 0.3 1.3 -0.5
C 1.065077 3.096158 -2.037609 -0.7 -0.2 0.8
Ca -1.035151 -1.152117 -0.185336 2.1 -2.9 5.2
H 1.490486 3.368540 -2.991125 0.0 -0.4 0.0
C 1.009068 3.853030 -0.870318 0.0 -0.4 0.1
H 1.415466 4.830603 -0.693419 0.2 0.0 -0.1
C 0.289715 3.084236 0.046884 -0.1 -0.8 -1.5
H 0.795215 1.137401 -3.962803 0.0 0.2 0.2
C -0.974321 -3.527485 -0.330334 -0.5 0.3 0.2
H -1.921940 -4.075922 -0.088281 1.1 0.0 -0.4
H -0.053305 -3.901856 0.161623 -0.7 -0.2 -0.3
H -0.795091 -3.404010 -1.423986 -0.2 -0.6 0.4
N -0.994254 0.119024 -3.013779 -0.9 -0.9 1.4
N 1.415688 -0.355697 -2.362681 -0.3 -0.2 1.1
N -1.659439 -0.327245 -1.846424 -2.7 3.1 -7.0
N 1.199550 -0.928729 -1.113975 1.0 0.1 -0.7
C -1.775518 -0.095210 -4.081781 -0.3 0.2 0.7
C 2.572452 -0.813934 -2.879139 -0.2 -0.1 0.6
H -1.414902 0.117889 -5.076177 0.0 0.1 0.1
H 2.898073 -0.484590 -3.855552 0.0 -0.1 0.1
C -3.017008 -0.571639 -3.657061 0.4 -0.2 0.5
C 3.146505 -1.684721 -1.958280 -0.5 0.2 -0.2
C -2.918680 -0.697426 -2.266465 1.6 0.7 -0.3
C 2.255907 -1.735137 -0.875736 -0.4 1.0 -0.8
H -3.862045 -0.841828 -4.257201 -0.1 0.0 -0.2
H 4.054969 -2.231698 -2.072772 0.3 -0.1 0.0
H -3.692806 -0.978378 -1.551526 0.4 -0.1 -0.2
H 2.383422 -2.275436 0.057538 -0.3 0.1 -0.3
H -0.995870 1.245915 -0.024978 1.5 1.6 -0.4
Cl -1.816741 0.816333 1.375726 -0.3 0.0 0.2
```
Forces are in eV/Å.

Record 5
Entry from the Open Molecules 2025 dataset: an isolated molecule of C5H4O2 in a non-equilibrium geometry (the ωB97M-V functional and the def2-TZVPD basis).

Its spin multiplicity is 3. The calculation puts the frontier orbital gap (spin up / spin down) at 7.666 / 9.056 eV. The value obtained for the energy above the lowest of the compared OMol25 structures with the same formula, charge and spin is 23.1 kcal per mole. As for the LUMO energy (spin up / spin down): 0.49 / -0.88 eV. The value obtained for the HOMO energy (spin up / spin down) is -0.2638 / -0.3651 hartree.

```
11
Properties=species:S:1:pos:R:3:forces:R:3
C 1.119484 1.039640 -1.100544 -0.9 -1.6 0.8
C -0.172062 0.714999 -1.623684 0.7 0.4 1.3
C 2.161982 1.763225 -1.420349 -0.5 -0.2 -0.4
C 0.747866 0.320149 0.265859 -1.0 2.6 -1.7
C -0.716734 0.157942 -0.306079 -2.6 2.0 -0.4
O 3.061334 2.373823 -1.798509 1.1 0.6 -0.1
O -1.425077 -1.019859 -0.433592 0.3 -2.2 0.7
H 1.149984 -0.603370 0.457736 1.4 -2.3 0.1
H 1.013918 1.012452 1.056815 -0.8 0.0 0.5
H -1.610835 0.770711 0.168793 2.4 -0.3 -0.6
H -0.907460 -1.830851 -0.619974 0.0 0.9 -0.1
```
Forces are in eV/Å.